This record from the Open Molecules 2025 dataset describes an isolated molecule of C23H27N3O5S. The level of theory is ωB97M-V/def2-TZVPD.

SMILES = COc1ccccc1[C@H]1C(C(=O)c2sc(C)nc2C)=C(O)C(=O)N1CCN1CCOCC1
Relative energy (zero: lowest compared OMol25 entry of this formula, charge and spin) = 76.98 kcal/mol
DFT total energy = -49831.9290 eV

Each line ends with the natural charge from an NBO analysis.
Atoms and positions in Å:
C1 -1.72579 -2.65817 2.24401  -0.252
O1 -1.16417 -1.67393 1.40779  -0.516
C2 -0.95653 -1.98008 0.09291  0.290
C3 -1.44937 -3.12148 -0.52889  -0.302
C4 -1.22301 -3.33558 -1.87751  -0.175
C5 -0.50850 -2.41852 -2.62486  -0.238
C6 -0.00995 -1.28399 -2.00989  -0.195
C7 -0.21733 -1.05815 -0.65998  0.014
C8 0.31596 0.19792 -0.00945  -0.092
C9 1.77230 0.45497 -0.31840  -0.142
C10 2.77504 -0.56262 0.01658  0.504
O2 2.45710 -1.73439 0.15926  -0.549
C11 4.15593 -0.12877 0.17982  -0.372
S1 4.62723 1.50310 0.54235  0.423
C12 6.28702 0.96679 0.59885  0.110
C13 7.39181 1.90795 0.88976  -0.662
N1 6.44385 -0.28910 0.36063  -0.463
C14 5.27836 -0.93557 0.13816  0.233
C15 5.29586 -2.39506 -0.12851  -0.644
C16 1.86041 1.61487 -1.00220  0.274
O3 2.88816 2.24923 -1.56863  -0.643
C17 0.50419 2.21200 -1.14664  0.609
O4 0.27397 3.26047 -1.72538  -0.637
N2 -0.34884 1.37574 -0.53345  -0.401
C18 -1.77569 1.53420 -0.47618  -0.247
C19 -2.24208 1.94660 0.94281  -0.210
N3 -3.63201 1.78147 1.26340  -0.447
C20 -4.60282 2.54720 0.50777  -0.247
C21 -5.17322 1.78006 -0.69369  -0.087
O5 -5.70685 0.53426 -0.29427  -0.527
C22 -4.72774 -0.26639 0.33011  -0.086
C23 -4.11531 0.44481 1.54640  -0.249
H1 -1.14207 -3.58235 2.21755  0.187
H2 -2.76575 -2.87079 1.97417  0.174
H3 -1.69504 -2.24191 3.25021  0.202
H4 -2.01455 -3.85012 0.03004  0.220
H5 -1.61296 -4.22873 -2.34221  0.214
H6 -0.33563 -2.58570 -3.67656  0.216
H7 0.55540 -0.56085 -2.57971  0.214
H8 0.16017 0.11459 1.07228  0.239
H9 7.22182 2.41129 1.84005  0.232
H10 8.32834 1.35880 0.93034  0.244
H11 7.45332 2.66886 0.11280  0.233
H12 6.25409 -2.67281 -0.55934  0.227
H13 4.47775 -2.67548 -0.78664  0.241
H14 5.16318 -2.93609 0.80819  0.235
H15 2.52126 3.05180 -1.98631  0.511
H16 -2.04497 2.30163 -1.20596  0.229
H17 -2.23209 0.58182 -0.76012  0.206
H18 -1.98836 3.00073 1.09446  0.200
H19 -1.67752 1.35739 1.67031  0.197
H20 -4.14909 3.48146 0.17675  0.205
H21 -5.43282 2.77891 1.18655  0.196
H22 -6.00387 2.33085 -1.13855  0.195
H23 -4.39757 1.62304 -1.45796  0.158
H24 -5.24331 -1.17658 0.64410  0.192
H25 -3.94798 -0.53919 -0.39923  0.158
H26 -3.30047 -0.15285 1.95414  0.208
H27 -4.89927 0.54238 2.30800  0.194